{"formula": "C30H62N4O20", "method": "ωB97M-V/def2-TZVPD", "symbols": ["C", "C", "O", "N", "H", "H", "C", "H", "H", "H", "H", "H", "H", "C", "C", "O", "N", "H", "H", "C", "H", "H", "H", "H", "H", "H", "C", "C", "C", "C", "N", "C", "C", "C", "C", "C", "H", "H", "H", "H", "H", "H", "H", "H", "H", "H", "H", "H", "H", "H", "H", "H", "H", "H", "H", "H", "C", "C", "C", "C", "N", "C", "C", "C", "C", "C", "H", "H", "H", "H", "H", "H", "H", "H", "H", "H", "H", "H", "H", "H", "H", "H", "H", "H", "H", "H", "O", "C", "O", "O", "H", "O", "C", "O", "O", "H", "O", "C", "O", "O", "H", "O", "C", "O", "O", "H", "O", "C", "O", "O", "H", "O", "C", "O", "O", "H"], "xyz": [[-2.444, 1.425, 0.315], [-1.072, 0.872, 0.112], [-0.439, 1.193, -0.851], [-0.570, -0.226, 1.000], [-1.303, -0.481, 1.651], [-0.582, -1.080, 0.434], [0.783, 0.144, 1.618], [-2.854, 0.973, 1.221], [-3.047, 1.087, -0.528], [-2.406, 2.513, 0.337], [1.458, 0.470, 0.831], [1.121, -0.788, 2.070], [0.617, 0.747, 2.511], [-6.853, -1.621, -2.519], [-6.909, -0.884, -1.253], [-7.933, -0.758, -0.659], [-5.632, -0.256, -0.712], [-4.867, -0.924, -0.773], [-5.380, 0.447, -1.424], [-5.654, 0.230, 0.725], [-5.936, -2.191, -2.350], [-6.918, -1.108, -3.479], [-7.691, -2.298, -2.681], [-5.885, -0.693, 1.252], [-6.455, 0.954, 0.858], [-4.672, 0.639, 0.952], [0.998, -2.643, 3.469], [2.465, -2.901, 2.954], [2.613, -4.323, 2.352], [4.045, -4.636, 1.895], [4.209, -5.884, 1.026], [5.685, -6.300, 0.704], [5.814, -6.149, -0.802], [4.684, -5.212, -1.265], [3.564, -5.553, -0.312], [3.598, -7.078, 1.777], [0.687, -3.217, 4.345], [0.207, -2.828, 2.742], [0.986, -1.614, 3.826], [3.076, -2.911, 3.858], [2.823, -2.088, 2.321], [1.863, -4.550, 1.592], [2.344, -4.993, 3.172], [4.760, -4.619, 2.720], [4.496, -3.875, 1.252], [5.914, -7.210, 1.254], [6.285, -5.539, 1.208], [5.537, -7.153, -1.137], [6.845, -5.956, -1.092], [4.278, -5.347, -2.267], [4.981, -4.162, -1.210], [3.061, -6.481, -0.592], [2.763, -4.822, -0.220], [4.123, -7.245, 2.716], [3.687, -7.889, 1.055], [2.555, -6.966, 2.068], [1.856, 3.471, -0.024], [0.949, 4.645, -0.407], [0.049, 4.416, -1.658], [-0.080, 5.672, -2.514], [-1.149, 5.589, -3.616], [-0.903, 6.688, -4.702], [-1.829, 7.800, -4.272], [-2.723, 7.424, -3.109], [-2.501, 5.914, -2.937], [-1.085, 4.236, -4.353], [1.160, 2.719, 0.341], [2.542, 3.748, 0.775], [2.430, 3.139, -0.889], [1.567, 5.545, -0.472], [0.388, 4.855, 0.506], [-0.916, 4.059, -1.293], [0.475, 3.590, -2.228], [0.862, 5.758, -3.054], [-0.351, 6.510, -1.873], [-1.126, 6.165, -5.630], [0.141, 6.987, -4.785], [-2.320, 7.884, -5.243], [-1.244, 8.682, -4.017], [-3.759, 7.629, -3.376], [-2.502, 7.856, -2.134], [-3.171, 5.528, -3.707], [-2.676, 5.494, -1.952], [-1.791, 4.190, -5.179], [-1.358, 3.492, -3.607], [-0.021, 4.205, -4.583], [3.499, -0.166, 3.841], [4.110, -0.477, 2.681], [4.456, -1.670, 2.456], [4.200, 0.260, 1.669], [3.028, 0.679, 3.735], [3.657, 3.662, 2.977], [2.418, 3.377, 3.477], [1.793, 4.218, 4.135], [2.155, 2.141, 3.591], [3.773, 2.800, 2.533], [-2.708, -4.296, 0.180], [-1.917, -3.227, -0.180], [-1.081, -2.844, 0.652], [-2.235, -2.626, -1.227], [-2.328, -4.490, 1.044], [-4.216, 3.698, -1.841], [-4.204, 2.693, -2.729], [-3.840, 2.946, -3.894], [-4.582, 1.558, -2.358], [-4.609, 3.205, -1.108], [-2.374, -2.168, 5.011], [-2.143, -1.336, 3.986], [-1.334, -0.421, 4.217], [-2.643, -1.575, 2.868], [-1.739, -1.857, 5.666], [1.328, -3.991, -0.094], [2.438, -3.243, 0.084], [2.446, -2.004, 0.351], [3.668, -3.617, -0.020], [0.647, -3.360, 0.221]], "homo_energy_ha": -0.0106, "e_above_lowest_ev": 0.0442, "homo_lumo_gap_ha": 0.1028, "lumo_ev": 2.5, "spin_multiplicity": 1, "e_tot_ev": -79017.829, "total_charge": -2}



{"formula": "C30H62N4O6PS", "method": "ωB97M-V/def2-TZVPD", "symbols": ["C", "C", "C", "C", "P", "S", "N", "C", "N", "N", "C", "C", "C", "C", "C", "C", "N", "C", "H", "H", "H", "H", "H", "H", "H", "H", "H", "H", "H", "H", "H", "H", "H", "H", "H", "H", "H", "H", "H", "H", "H", "H", "H", "H", "C", "C", "O", "C", "H", "H", "H", "H", "H", "H", "C", "C", "O", "C", "H", "H", "H", "H", "H", "H", "C", "C", "O", "C", "H", "H", "H", "H", "H", "H", "C", "C", "O", "C", "H", "H", "H", "H", "H", "H", "C", "C", "O", "C", "H", "H", "H", "H", "H", "H", "C", "C", "O", "C", "H", "H", "H", "H", "H", "H"], "xyz": [[-0.358, -5.193, -0.652], [0.324, -3.861, -0.465], [0.923, -2.927, -1.674], [-0.075, -1.718, -2.170], [0.421, -0.134, -1.228], [-0.169, -0.380, 0.649], [0.433, -1.431, -3.572], [-0.533, -2.017, -4.586], [-0.105, -1.988, -5.899], [-1.826, -2.492, -3.956], [-2.017, -3.981, -3.763], [-2.155, -4.822, -5.201], [-2.262, -6.429, -4.752], [-2.359, -7.454, -6.031], [-1.649, -2.039, -2.491], [-2.808, -0.922, -2.182], [-3.783, -1.569, -1.195], [-4.953, -2.220, -1.900], [0.106, -5.898, -1.495], [-1.317, -5.524, -0.033], [0.448, -3.452, 0.650], [1.899, -2.400, -1.231], [1.302, -3.581, -2.590], [1.868, -0.024, -1.153], [-0.064, 1.096, -1.805], [1.443, -1.657, -3.750], [-0.240, -1.075, -6.427], [0.374, -2.771, -6.395], [-1.041, -4.404, -3.249], [-3.008, -4.261, -3.160], [-3.105, -4.472, -5.829], [-1.167, -4.632, -5.825], [-1.385, -6.666, -4.004], [-3.289, -6.538, -4.154], [-2.310, -8.551, -5.612], [-1.493, -7.352, -6.814], [-3.377, -7.212, -6.590], [-1.949, -2.931, -1.795], [-2.428, 0.059, -1.662], [-3.348, -0.563, -3.185], [-4.079, -0.897, -0.452], [-5.965, -2.004, -1.306], [-4.860, -3.388, -1.963], [-5.138, -1.792, -2.991], [-0.181, 4.718, -3.946], [-0.677, 3.314, -3.728], [0.103, 2.385, -3.525], [-2.165, 3.089, -3.769], [0.913, 4.730, -3.889], [-0.484, 5.070, -4.935], [-0.578, 5.377, -3.169], [-2.556, 3.369, -4.751], [-2.651, 3.675, -2.985], [-2.377, 2.029, -3.596], [0.938, 5.099, 2.748], [0.841, 4.392, 1.423], [1.056, 4.984, 0.366], [0.472, 2.933, 1.440], [1.213, 6.146, 2.582], [-0.028, 5.068, 3.258], [1.709, 4.629, 3.365], [-0.516, 2.805, 1.891], [1.221, 2.367, 1.998], [0.439, 2.555, 0.413], [-4.963, 1.712, 2.931], [-4.758, 1.831, 1.445], [-4.943, 0.872, 0.696], [-4.316, 3.167, 0.910], [-5.281, 0.693, 3.174], [-4.026, 1.920, 3.454], [-5.742, 2.407, 3.255], [-3.350, 3.440, 1.342], [-5.066, 3.926, 1.143], [-4.208, 3.104, -0.178], [4.002, 1.929, 0.349], [4.539, 1.906, 1.756], [4.346, 2.843, 2.528], [5.321, 0.692, 2.180], [3.459, 2.865, 0.184], [4.827, 1.872, -0.365], [3.312, 1.094, 0.201], [6.205, 0.580, 1.547], [4.690, -0.198, 2.113], [5.646, 0.814, 3.218], [-3.023, 1.845, 7.883], [-2.649, 2.409, 6.539], [-3.421, 2.348, 5.583], [-1.294, 3.052, 6.409], [-4.028, 1.413, 7.828], [-2.319, 1.057, 8.164], [-3.025, 2.640, 8.633], [-0.513, 2.318, 6.624], [-1.219, 3.901, 7.093], [-1.161, 3.414, 5.384], [8.401, 0.947, 5.820], [8.680, -0.096, 4.772], [7.765, -0.665, 4.178], [10.121, -0.417, 4.478], [7.318, 1.074, 5.927], [8.811, 0.626, 6.781], [8.838, 1.902, 5.520], [10.608, -0.798, 5.379], [10.634, 0.478, 4.117], [10.170, -1.187, 3.701]], "homo_energy_ha": -0.3928, "homo_lumo_gap_ha": 0.2191, "lumo_ev": -4.7, "spin_multiplicity": 1, "e_tot_ev": -70469.536, "total_charge": 1}



{"formula": "C30H63N3O9", "method": "ωB97M-V/def2-TZVPD", "symbols": ["C", "C", "C", "O", "C", "H", "H", "H", "H", "H", "H", "H", "H", "C", "C", "C", "O", "C", "H", "H", "H", "H", "H", "H", "H", "H", "C", "C", "C", "O", "C", "H", "H", "H", "H", "H", "H", "H", "H", "C", "C", "C", "O", "C", "H", "H", "H", "H", "H", "H", "H", "H", "C", "C", "C", "O", "C", "H", "H", "H", "H", "H", "H", "H", "H", "C", "C", "C", "O", "C", "H", "H", "H", "H", "H", "H", "H", "H", "O", "C", "N", "C", "H", "H", "H", "H", "H", "O", "C", "N", "C", "H", "H", "H", "H", "H", "O", "C", "N", "C", "H", "H", "H", "H", "H"], "xyz": [[-3.582, 3.932, -3.465], [-3.077, 2.496, -3.261], [-3.366, 2.170, -1.817], [-3.346, 3.466, -1.154], [-3.987, 4.388, -2.055], [-4.412, 4.036, -4.212], [-2.779, 4.553, -3.837], [-2.013, 2.484, -3.472], [-3.598, 1.820, -3.925], [-2.517, 1.559, -1.390], [-4.261, 1.561, -1.784], [-3.817, 5.420, -1.696], [-5.034, 4.373, -1.806], [0.706, -1.740, 5.503], [-0.612, -2.510, 5.105], [-1.448, -1.411, 4.450], [-0.543, -0.394, 4.077], [0.447, -0.284, 5.063], [1.529, -2.193, 5.010], [0.896, -1.822, 6.571], [-1.026, -2.920, 6.032], [-0.390, -3.372, 4.437], [-2.193, -1.009, 5.138], [-2.010, -1.711, 3.535], [0.134, 0.363, 5.893], [1.361, 0.139, 4.691], [2.195, -4.856, 1.506], [3.168, -5.043, 0.337], [2.284, -5.537, -0.811], [1.030, -5.013, -0.482], [0.902, -5.246, 0.917], [2.183, -3.841, 1.830], [2.435, -5.546, 2.352], [3.922, -5.786, 0.479], [3.671, -4.051, 0.153], [2.307, -6.636, -0.671], [2.450, -5.286, -1.882], [0.626, -6.221, 1.062], [-0.026, -4.705, 1.317], [4.429, -0.673, 0.882], [5.866, -1.171, 0.807], [6.427, -0.038, -0.018], [5.432, 0.344, -0.944], [4.149, -0.104, -0.519], [4.397, 0.086, 1.589], [3.808, -1.526, 1.218], [5.926, -2.090, 0.174], [6.302, -1.257, 1.823], [7.389, -0.291, -0.556], [6.577, 0.850, 0.603], [3.823, -0.852, -1.265], [3.545, 0.804, -0.542], [-4.513, 1.827, 2.133], [-3.418, 2.274, 3.015], [-3.918, 2.093, 4.415], [-5.371, 1.805, 4.347], [-5.771, 2.098, 3.012], [-4.441, 0.723, 1.977], [-4.572, 2.231, 1.122], [-3.205, 3.289, 2.935], [-2.595, 1.663, 2.767], [-3.854, 3.049, 4.913], [-3.623, 1.352, 5.104], [-6.024, 3.160, 2.996], [-6.654, 1.481, 2.869], [0.132, -1.998, -0.716], [-1.364, -1.961, -0.277], [-1.245, -0.659, 0.539], [-0.302, 0.215, -0.102], [0.333, -0.545, -1.129], [0.452, -2.617, -1.513], [0.728, -2.216, 0.181], [-1.761, -2.724, 0.382], [-2.006, -1.953, -1.129], [-0.839, -0.987, 1.548], [-2.174, -0.104, 0.682], [1.347, -0.227, -1.032], [-0.065, -0.340, -2.068], [0.027, 1.913, -4.360], [1.171, 2.305, -4.526], [2.104, 1.553, -5.165], [1.659, 3.566, -3.854], [2.973, 1.931, -5.476], [1.757, 0.719, -5.624], [0.999, 3.926, -3.012], [1.663, 4.343, -4.604], [2.690, 3.327, -3.588], [2.365, 1.508, 2.138], [1.410, 2.250, 1.955], [0.130, 2.080, 2.456], [1.709, 3.622, 1.366], [-0.630, 2.531, 2.000], [-0.174, 1.278, 2.980], [1.826, 3.579, 0.283], [2.632, 3.849, 1.889], [0.949, 4.381, 1.547], [-0.287, -2.757, -6.050], [-0.511, -1.578, -5.932], [0.041, -0.799, -4.937], [-1.452, -0.875, -6.897], [0.736, -1.131, -4.235], [-0.359, 0.133, -4.824], [-1.663, 0.116, -6.557], [-2.326, -1.519, -7.024], [-0.998, -0.894, -7.911]], "homo_energy_ha": -0.3359, "e_above_lowest_ev": 2.1717, "homo_lumo_gap_ha": 0.3545, "lumo_ev": 0.5, "spin_multiplicity": 1, "smiles": "C1CCOC1.C1CCOC1.C1CCOC1.C1CCOC1.C1CCOC1.C1CCOC1.CC(N)=O.CC(N)=O.CC(N)=O", "e_tot_ev": -55026.613}



{"formula": "C30H64NO7Si", "method": "ωB97M-V/def2-TZVPD", "symbols": ["C", "Si", "C", "C", "N", "C", "C", "O", "C", "H", "H", "H", "H", "H", "H", "H", "H", "H", "H", "H", "H", "H", "H", "H", "H", "C", "C", "C", "O", "C", "H", "H", "H", "H", "H", "H", "H", "H", "C", "C", "C", "O", "C", "H", "H", "H", "H", "H", "H", "H", "H", "C", "C", "C", "O", "C", "H", "H", "H", "H", "H", "H", "H", "H", "C", "C", "C", "O", "C", "H", "H", "H", "H", "H", "H", "H", "H", "C", "C", "C", "O", "C", "H", "H", "H", "H", "H", "H", "H", "H", "C", "C", "C", "O", "C", "H", "H", "H", "H", "H", "H", "H", "H"], "xyz": [[-3.532, -5.278, 1.355], [-3.199, -3.503, 0.920], [-2.928, -2.423, 2.394], [-1.804, -3.306, -0.279], [-4.682, -2.859, -0.093], [-5.986, -3.613, -0.117], [-6.775, -2.670, -0.995], [-6.480, -1.403, -0.412], [-5.196, -1.459, 0.158], [-2.609, -5.831, 1.174], [-3.776, -5.363, 2.414], [-4.322, -5.776, 0.794], [-1.960, -1.935, 2.271], [-3.659, -1.636, 2.577], [-2.852, -3.022, 3.299], [-1.959, -3.790, -1.245], [-1.613, -2.243, -0.438], [-0.916, -3.728, 0.197], [-4.345, -2.861, -1.060], [-5.892, -4.650, -0.417], [-6.372, -3.552, 0.902], [-7.848, -2.839, -1.024], [-6.387, -2.693, -2.022], [-5.266, -1.308, 1.233], [-4.511, -0.741, -0.293], [-0.235, -1.112, 6.588], [0.518, -2.440, 6.642], [-0.383, -3.337, 5.805], [-0.986, -2.487, 4.819], [-0.751, -1.114, 5.156], [0.391, -0.248, 6.802], [-1.067, -1.117, 7.294], [1.498, -2.339, 6.172], [0.660, -2.819, 7.652], [-1.170, -3.790, 6.416], [0.159, -4.132, 5.291], [-0.008, -0.697, 4.468], [-1.686, -0.563, 5.035], [2.591, -0.723, -0.968], [1.131, -1.060, -0.673], [1.131, -1.123, 0.851], [2.113, -0.199, 1.288], [2.921, 0.226, 0.177], [2.749, -0.265, -1.943], [3.206, -1.623, -0.906], [0.485, -0.248, -1.017], [0.794, -1.987, -1.137], [1.388, -2.130, 1.206], [0.168, -0.843, 1.291], [2.664, 1.257, -0.079], [3.968, 0.204, 0.468], [5.895, 3.614, -2.586], [5.762, 2.433, -3.547], [5.685, 1.255, -2.584], [5.061, 1.750, -1.395], [4.987, 3.181, -1.447], [5.593, 4.568, -3.014], [6.923, 3.707, -2.227], [4.835, 2.516, -4.120], [6.590, 2.345, -4.249], [6.683, 0.881, -2.339], [5.094, 0.419, -2.965], [3.948, 3.479, -1.631], [5.293, 3.578, -0.478], [-11.342, -3.827, -1.452], [-11.050, -3.288, -2.851], [-10.070, -4.328, -3.381], [-10.417, -5.561, -2.759], [-11.353, -5.330, -1.703], [-12.278, -3.465, -1.031], [-10.536, -3.560, -0.762], [-11.961, -3.289, -3.451], [-10.642, -2.278, -2.859], [-9.035, -4.076, -3.108], [-10.114, -4.449, -4.464], [-12.344, -5.669, -2.018], [-11.049, -5.917, -0.836], [2.898, 8.224, -1.771], [2.354, 7.899, -3.162], [3.578, 7.286, -3.830], [4.311, 6.634, -2.791], [3.809, 7.030, -1.515], [2.124, 8.330, -1.012], [3.479, 9.147, -1.798], [1.549, 7.164, -3.092], [1.977, 8.769, -3.697], [4.207, 8.056, -4.286], [3.329, 6.548, -4.594], [3.252, 6.196, -1.071], [4.654, 7.263, -0.866], [8.714, 1.735, 0.913], [7.904, 2.874, 1.532], [8.551, 4.094, 0.886], [8.984, 3.675, -0.409], [8.922, 2.253, -0.504], [8.199, 0.776, 0.935], [9.672, 1.625, 1.425], [6.857, 2.793, 1.231], [7.948, 2.902, 2.619], [9.416, 4.435, 1.464], [7.865, 4.934, 0.766], [8.073, 1.978, -1.138], [9.838, 1.889, -0.972]], "homo_energy_ha": -0.3860, "homo_lumo_gap_ha": 0.2910, "lumo_ev": -2.6, "spin_multiplicity": 1, "e_tot_ev": -55840.486, "total_charge": 1}